# C58H132N8O9

A 9-piece molecular cluster, C58H132N8O9 overall in a non-equilibrium geometry (wB97M-V/def2-TZVPD, the OMol25 dataset).

Charge: 0
SMILES: CC1(C)CCCC(C)(C)N1O.CC1(C)CCCC(C)(C)N1O.CC1(C)CCCC(C)(C)N1O.CC1(C)CCCC(C)(C)N1O.CC1(C)CCCC(C)(C)N1O.COC[C@H](C)N.COC[C@H](C)N.COC[C@H](C)N.CO
Relative energy (zero: lowest compared OMol25 entry of this formula, charge and spin), kJ/mol: 1039.3

Cartesian coordinates (Å):
1 C -11.7485 -0.8737 -1.0316
2 O -12.9925 -1.3794 -1.4457
3 H -10.8024 -1.2926 -1.3744
4 H -11.6825 0.0699 -1.5731
5 H -11.7448 -0.7488 0.0512
6 H -13.6412 -0.8073 -1.0291
7 C -17.8940 3.1893 -0.3600
8 C -17.3437 3.6110 0.9965
9 C -18.4997 4.3789 1.6823
10 O -18.2434 4.4455 3.0681
11 C -19.2442 5.0421 3.8050
12 N -17.0657 2.3516 1.6288
13 H -18.9009 2.7895 -0.2394
14 H -17.3472 2.4401 -0.9326
15 H -18.1722 4.0487 -0.9700
16 H -16.4945 4.2867 0.8940
17 H -19.4724 3.9203 1.5048
18 H -18.4164 5.4358 1.4293
19 H -19.6791 5.9476 3.3819
20 H -18.7860 5.3620 4.7408
21 H -20.1022 4.4191 4.0577
22 H -16.8172 2.6687 2.5549
23 H -17.8439 1.7222 1.7640
24 C -0.4054 -1.6348 10.9481
25 C 1.1361 -1.7066 10.8355
26 C 1.9086 -1.4650 12.1573
27 O 1.9633 -2.5703 13.0042
28 C 1.8661 -2.2580 14.3715
29 N 1.6170 -2.8819 10.1905
30 H -0.5144 -2.2494 11.8416
31 H -1.0236 -2.0813 10.1693
32 H -0.6763 -0.6336 11.2833
33 H 1.4092 -0.8035 10.2896
34 H 1.5057 -0.5908 12.6689
35 H 2.8735 -1.0526 11.8624
36 H 2.7976 -1.7825 14.6784
37 H 1.6212 -3.0725 15.0532
38 H 1.1125 -1.4727 14.4297
39 H 1.3309 -3.7016 10.7066
40 H 2.6184 -2.8231 10.3077
41 C -0.5066 -8.4185 7.5504
42 C -1.3076 -8.1396 6.2505
43 C -2.7711 -7.7386 6.2882
44 O -3.1053 -7.2088 5.0166
45 C -4.4283 -6.7040 4.9628
46 N -0.5350 -7.1684 5.5287
47 H -1.0017 -9.3036 7.9497
48 H -0.6551 -7.6454 8.3042
49 H 0.5039 -8.7980 7.3989
50 H -1.3225 -9.0157 5.6021
51 H -2.8574 -6.9521 7.0379
52 H -3.4184 -8.5817 6.5295
53 H -4.5711 -6.3852 3.9303
54 H -4.6156 -5.9520 5.7293
55 H -5.0640 -7.5521 5.2172
56 H -1.3229 -6.9599 4.9322
57 H -0.7068 -6.5322 6.2941
58 C -10.5747 0.6212 8.3039
59 C -10.0836 0.8161 9.8023
60 C -11.3318 1.1178 10.5279
61 C -11.1876 1.1079 12.1026
62 C -10.4766 -0.2416 12.5117
63 C -9.2273 -0.6001 11.6733
64 N -9.4218 -0.3768 10.2538
65 O -8.2619 -0.6939 9.4918
66 C -8.0932 0.1870 12.2501
67 C -9.1677 -2.1662 11.7398
68 C -9.3160 2.1227 9.7802
69 H -9.7564 0.2150 7.7094
70 H -10.8838 1.5119 7.7569
71 H -11.3980 -0.0924 8.2677
72 H -11.8037 2.0906 10.3896
73 H -12.1252 0.4227 10.2532
74 H -12.0689 1.3835 12.6817
75 H -10.5209 1.9637 12.2079
76 H -11.2450 -0.9954 12.3401
77 H -10.1466 -0.1657 13.5478
78 H -7.1524 -0.1281 11.7988
79 H -8.2295 1.2639 12.1517
80 H -7.9295 0.1327 13.3264
81 H -10.0964 -2.6146 11.3869
82 H -8.5356 -2.7498 11.0705
83 H -8.9501 -2.5316 12.7434
84 H -8.5027 2.0532 9.0579
85 H -9.0166 2.4582 10.7732
86 H -9.8737 2.9840 9.4125
87 H -7.8417 0.1688 9.4629
88 C -4.2885 7.6099 1.0275
89 C -2.8922 7.5945 1.7919
90 C -1.8544 7.0883 0.8087
91 C -0.4409 7.3556 1.1746
92 C -0.3048 8.8183 1.5422
93 C -1.2208 9.4139 2.5872
94 N -2.5300 8.8973 2.3716
95 O -3.4686 9.3516 3.1843
96 C -0.5324 9.1355 3.9753
97 C -1.2049 10.9845 2.3124
98 C -2.9901 6.5236 2.9246
99 H -4.6251 6.6646 0.6017
100 H -4.2443 8.2514 0.1474
101 H -4.9590 8.1164 1.7217
102 H -1.9918 6.0146 0.6802
103 H -2.0086 7.5871 -0.1481
104 H 0.1025 7.0566 0.2783
105 H -0.1202 6.6516 1.9426
106 H -0.3384 9.3943 0.6174
107 H 0.7180 9.0685 1.8239
108 H -1.1561 9.5677 4.7579
109 H -0.5480 8.0851 4.2660
110 H 0.4998 9.4819 4.0267
111 H -1.4607 11.3585 1.3210
112 H -1.8046 11.4613 3.0877
113 H -0.2314 11.4061 2.5625
114 H -3.7537 6.7825 3.6581
115 H -2.0812 6.5546 3.5255
116 H -3.2838 5.5264 2.5970
117 H -3.7992 10.0391 2.6016
118 C -7.3222 -11.2237 14.0514
119 C -7.0026 -11.8921 15.3723
120 C -8.1741 -12.8713 15.6736
121 C -7.9815 -14.2099 14.9681
122 C -6.5949 -14.8508 15.2098
123 C -5.4736 -13.8382 14.8740
124 N -5.7390 -12.5406 15.5237
125 O -4.6395 -11.6899 15.6467
126 C -4.1749 -14.4913 15.5230
127 C -5.3058 -13.6808 13.4076
128 C -7.0931 -10.7243 16.5184
129 H -6.4676 -11.0310 13.4028
130 H -7.9121 -10.3087 14.1048
131 H -7.8979 -11.9238 13.4461
132 H -8.2225 -13.1194 16.7339
133 H -9.2150 -12.6118 15.4807
134 H -8.0078 -13.9540 13.9088
135 H -8.8345 -14.8621 15.1551
136 H -6.6393 -15.7398 14.5806
137 H -6.5322 -15.0520 16.2793
138 H -3.2485 -13.9521 15.3252
139 H -4.3389 -14.3143 16.5860
140 H -3.9360 -15.5296 15.2929
141 H -4.4436 -13.1251 13.0390
142 H -5.3548 -14.6858 12.9885
143 H -6.2359 -13.3450 12.9491
144 H -6.9040 -10.9714 17.5630
145 H -8.1729 -10.6350 16.6373
146 H -6.5979 -9.7951 16.2366
147 H -4.7315 -11.5069 16.5846
148 C -21.0554 4.7585 15.1267
149 C -21.5489 6.0801 15.6128
150 C -21.3511 7.1090 14.4042
151 C -22.1375 8.3074 14.4554
152 C -23.6828 7.9948 14.6464
153 C -23.9926 7.0896 15.9012
154 N -23.0307 5.9117 15.9323
155 O -23.3545 4.9054 16.8865
156 C -23.8434 7.9707 17.1477
157 C -25.5086 6.5752 15.8994
158 C -20.8155 6.5435 16.7840
159 H -21.2605 3.8542 15.6996
160 H -20.0132 4.7457 14.8075
161 H -21.5907 4.4305 14.2357
162 H -20.3171 7.4075 14.5774
163 H -21.3181 6.6916 13.3979
164 H -21.9740 8.9877 13.6197
165 H -21.7046 9.0179 15.1597
166 H -23.9891 7.5154 13.7166
167 H -24.3872 8.8257 14.6865
168 H -24.6717 8.6506 17.3477
169 H -23.7598 7.4172 18.0830
170 H -22.9311 8.5669 17.1673
171 H -25.7526 5.8647 16.6891
172 H -26.2139 7.4063 15.8938
173 H -25.5879 6.1769 14.8879
174 H -21.1499 7.5115 17.1572
175 H -19.7706 6.6551 16.4944
176 H -20.8349 5.7822 17.5639
177 H -23.4611 4.1035 16.3697
178 C -14.9357 13.7000 6.3021
179 C -15.5677 12.4341 6.9986
180 C -15.6504 11.2249 5.9742
181 C -14.3037 10.5121 5.7979
182 C -13.8619 9.9348 7.1819
183 C -13.6390 11.0168 8.2363
184 N -14.8238 11.9220 8.2943
185 O -14.8971 12.8632 9.3250
186 C -13.4307 10.2000 9.5066
187 C -12.3353 11.8519 7.9282
188 C -16.9522 12.6992 7.3773
189 H -15.5437 14.0512 5.4683
190 H -14.0044 13.4602 5.7890
191 H -14.6833 14.3352 7.1512
192 H -16.5081 10.5692 6.1240
193 H -15.9250 11.6216 4.9968
194 H -13.6185 11.2707 5.4197
195 H -14.2511 9.7511 5.0193
196 H -12.9214 9.4416 6.9366
197 H -14.4620 9.0828 7.5012
198 H -13.4315 10.8401 10.3888
199 H -14.2276 9.4695 9.6460
200 H -12.4731 9.7067 9.3397
201 H -11.9715 12.4201 8.7843
202 H -11.4155 11.4056 7.5502
203 H -12.6564 12.4528 7.0774
204 H -17.0086 13.3993 8.2109
205 H -17.4469 11.8610 7.8679
206 H -17.5895 13.0656 6.5724
207 H -15.1945 12.3514 10.0808

Cartesian forces (eV/Å) of the 3 atoms listed first:
C 0.171 1.937 -0.311
O -0.096 -1.386 -0.242
H -0.640 -1.413 -0.019

# C58H135F6MnN10O18S2

C58H135F6MnN10O18S2 as an isolated structure in a non-equilibrium geometry (wB97M-V/def2-TZVPD, the OMol25 dataset).

Charge: +1
E, eV: -183362.881
2S+1: 6

Cartesian coordinates (Å):
1 Mn -3.2054 -1.2012 1.5766
2 C -1.0549 2.5553 -0.0281
3 F 0.1078 3.2583 0.1756
4 F -2.1324 3.1915 0.4262
5 F -1.0798 2.2616 -1.3059
6 S -0.8368 0.8704 1.0545
7 O 0.5592 0.5186 1.2242
8 O -1.5580 1.2168 2.3471
9 N -1.8277 -0.3662 0.3730
10 S -1.1804 -0.7234 -1.0731
11 O -2.2922 -0.6909 -2.0306
12 O 0.1168 -0.0713 -1.4471
13 C -0.7210 -2.6121 -0.8924
14 F 0.2184 -2.7773 0.0018
15 F -1.8009 -3.3798 -0.6028
16 F -0.3950 -3.1003 -2.0450
17 C 5.2715 3.2105 -1.3283
18 C 4.5118 4.4165 -0.7608
19 C 5.5427 5.5447 -0.3552
20 C 6.1335 6.3061 -1.6208
21 C 4.9639 6.8044 -2.5141
22 C 3.8775 5.7570 -2.9374
23 N 3.4816 4.9827 -1.6707
24 O 2.4443 4.1641 -1.8628
25 C 2.6576 6.4866 -3.5245
26 C 4.4506 4.9795 -4.0110
27 C 3.9548 3.9933 0.6207
28 H 4.5455 2.4169 -1.5048
29 H 6.0270 2.8868 -0.6124
30 H 5.6919 3.4274 -2.3103
31 H 5.1173 6.2944 0.3120
32 H 6.3997 5.2358 0.2434
33 H 6.6072 5.4878 -2.1631
34 H 6.8502 7.1212 -1.5202
35 H 5.2689 7.3331 -3.4171
36 H 4.6381 7.6755 -1.9457
37 H 3.0332 7.1237 -4.3252
38 H 1.9430 5.7554 -3.9024
39 H 2.1821 7.1761 -2.8269
40 H 5.5163 4.7619 -3.9403
41 H 3.8789 4.0553 -4.0953
42 H 4.4064 5.4637 -4.9865
43 H 4.7598 3.7236 1.3044
44 H 3.4025 3.0562 0.6901
45 H 3.2556 4.7306 1.0153
46 H 1.6431 4.4883 -1.4451
47 C 1.4340 0.8053 -4.9759
48 C 0.1126 0.3545 -5.6545
49 C -1.0602 1.2834 -5.2337
50 C -1.2503 2.5939 -6.0063
51 C -1.2823 2.3286 -7.5171
52 C -0.0036 1.5278 -7.9699
53 N 0.2637 0.3435 -7.1569
54 O 1.3536 -0.3995 -7.6023
55 C -0.3746 1.0533 -9.4151
56 C 1.2587 2.5240 -7.9635
57 C -0.2664 -1.1293 -5.1487
58 H 1.4166 0.5378 -3.9193
59 H 1.5645 1.8682 -5.1789
60 H 2.3338 0.3302 -5.3667
61 H -1.9887 0.7419 -5.4147
62 H -1.1343 1.4353 -4.1569
63 H -0.5963 3.3913 -5.6532
64 H -2.1525 3.0288 -5.5764
65 H -1.3313 3.3558 -7.8786
66 H -2.1643 1.8106 -7.8936
67 H 0.4608 0.6051 -9.9530
68 H -1.2215 0.3671 -9.4099
69 H -0.7364 1.8181 -10.1023
70 H 2.1228 1.9254 -8.2520
71 H 1.0947 3.3508 -8.6546
72 H 1.5652 2.9123 -6.9922
73 H 0.5280 -1.8707 -5.0628
74 H -1.0869 -1.4104 -5.8090
75 H -0.8232 -0.9081 -4.2381
76 H 1.1488 -1.2348 -8.0288
77 C 0.5318 -1.2311 6.7421
78 O 1.1864 -1.6603 5.5581
79 C 1.9366 -0.7657 4.8054
80 C 2.3563 -1.3369 3.4833
81 N 2.9836 -2.6667 3.5313
82 C 3.1970 -3.2869 2.2180
83 C 3.7039 -4.6545 2.5893
84 O 2.7184 -5.5985 2.9867
85 C 2.0841 -6.2873 1.9617
86 H -0.2005 -0.4730 6.4643
87 H 1.2693 -0.8581 7.4528
88 H 0.0079 -2.0490 7.2366
89 H 2.8153 -0.4437 5.3642
90 H 1.2691 0.0712 4.5999
91 H 3.0810 -0.5581 3.2457
92 H 1.4981 -1.2365 2.8189
93 H 2.3344 -3.1611 4.1265
94 H 3.9666 -2.7848 1.6315
95 H 2.2890 -3.3268 1.6163
96 H 4.5190 -4.5201 3.3004
97 H 4.3782 -5.0001 1.8056
98 H 1.3685 -6.9489 2.4500
99 H 2.7613 -6.9286 1.3976
100 H 1.6076 -5.6447 1.2214
101 C 7.7341 -3.5613 5.7899
102 O 8.4701 -2.6519 5.0329
103 C 7.8928 -1.6572 4.1177
104 C 6.8454 -2.3242 3.1881
105 N 6.7091 -1.4863 2.0293
106 C 6.2576 -0.1099 2.0681
107 C 5.4803 0.0411 0.7078
108 O 4.1810 -0.4872 0.8518
109 C 3.3202 -0.3886 -0.2354
110 H 8.3888 -3.9931 6.5469
111 H 7.4868 -4.2678 4.9975
112 H 6.8840 -3.0869 6.2801
113 H 8.7935 -1.4782 3.5306
114 H 7.3686 -0.8443 4.6202
115 H 5.8503 -2.4187 3.6230
116 H 7.2357 -3.3127 2.9458
117 H 6.1907 -2.0085 1.3375
118 H 7.1757 0.4667 1.9557
119 H 5.7475 0.3845 2.8948
120 H 6.1196 -0.3310 -0.0928
121 H 5.3741 1.1045 0.4934
122 H 2.3286 -0.7407 0.0491
123 H 3.5857 -0.8874 -1.1675
124 H 3.1279 0.6518 -0.4976
125 C 0.7079 -3.6168 -8.0078
126 O -0.1348 -3.5800 -6.9037
127 C 0.2206 -4.5481 -5.8585
128 C -0.9813 -4.4353 -4.8653
129 N -2.2350 -5.1366 -5.3011
130 C -3.4006 -5.0058 -4.3945
131 C -4.5423 -5.8808 -4.7540
132 O -4.5097 -7.3052 -4.5529
133 C -3.5867 -7.8152 -5.5124
134 H 1.7630 -3.6541 -7.7366
135 H 0.4729 -2.6493 -8.4513
136 H 0.3655 -4.2894 -8.7942
137 H 1.1409 -4.2554 -5.3530
138 H 0.1775 -5.5882 -6.1815
139 H -1.1049 -3.3899 -4.5826
140 H -0.7429 -4.8858 -3.9018
141 H -2.4445 -4.7692 -6.2183
142 H -3.7128 -3.9710 -4.5352
143 H -3.2169 -5.0868 -3.3231
144 H -4.9623 -5.6467 -5.7322
145 H -5.3577 -5.7997 -4.0352
146 H -2.6413 -7.5185 -5.0581
147 H -3.7643 -7.4300 -6.5165
148 H -3.6470 -8.9035 -5.5068
149 C -1.5906 -3.6258 2.6584
150 O -1.6934 -2.1747 2.7210
151 C -1.5397 -1.7326 4.0739
152 C -2.9496 -1.3878 4.6202
153 N -3.5711 -0.6175 3.4963
154 C -5.0265 -0.6719 3.4019
155 C -5.5302 0.2319 2.2755
156 O -4.8866 -0.1688 1.0476
157 C -5.4007 0.5275 -0.0919
158 H -2.2710 -4.2021 3.2853
159 H -0.5670 -3.9261 2.8822
160 H -1.7616 -3.9688 1.6380
161 H -0.8546 -0.8859 4.1157
162 H -1.0495 -2.4431 4.7395
163 H -2.9758 -0.7864 5.5290
164 H -3.5362 -2.2976 4.7475
165 H -3.4006 0.3535 3.7159
166 H -5.4228 -0.2658 4.3326
167 H -5.3826 -1.6918 3.2568
168 H -5.3945 1.2760 2.5577
169 H -6.5910 0.4555 2.1623
170 H -4.5094 0.6433 -0.7085
171 H -5.8624 1.4997 0.0811
172 H -6.1260 -0.1315 -0.5691
173 C -0.4326 6.6512 0.8940
174 O -0.8041 6.5934 2.2566
175 C -1.5400 7.7001 2.7443
176 C -2.2914 7.3275 4.1162
177 N -3.6225 6.7332 3.9005
178 C -3.4975 5.4961 3.0507
179 C -4.8458 4.8939 2.8374
180 O -5.2322 4.4679 4.1647
181 C -6.4033 3.7558 4.1139
182 H -0.0011 7.6151 0.6243
183 H -1.2266 6.2962 0.2369
184 H 0.3553 5.9432 0.6372
185 H -2.2859 8.0955 2.0549
186 H -0.8876 8.5472 2.9561
187 H -2.4135 8.2532 4.6786
188 H -1.6285 6.7302 4.7421
189 H -4.0809 6.5397 4.7794
190 H -2.7379 4.8323 3.4637
191 H -3.2193 5.8689 2.0649
192 H -4.7033 4.0039 2.2245
193 H -5.5325 5.6441 2.4453
194 H -6.8488 3.4514 5.0610
195 H -6.4469 2.7788 3.6324
196 H -7.1266 4.2466 3.4628
197 C -4.6981 -6.1194 -0.8810
198 C -4.4838 -6.9173 0.4608
199 C -3.3829 -8.0161 0.3968
200 O -2.1413 -7.4155 0.0061
201 C -1.1272 -8.2713 -0.3944
202 N -3.9881 -6.0523 1.4973
203 H -5.5877 -5.5035 -1.0134
204 H -4.9634 -6.9199 -1.5716
205 H -3.7762 -5.5770 -1.0905
206 H -5.3881 -7.3646 0.8735
207 H -3.6675 -8.6902 -0.4112
208 H -3.2708 -8.6753 1.2576
209 H -0.5059 -7.7095 -1.0919
210 H -1.5629 -9.1376 -0.8922
211 H -0.4710 -8.5753 0.4212
212 H -4.2196 -5.1041 1.2377
213 H -3.0389 -6.2172 1.1940
214 C -1.1550 3.2610 5.4047
215 C -2.2030 2.1231 5.6428
216 C -2.9470 2.3584 6.9661
217 O -3.8929 3.4245 7.0132
218 C -4.5279 3.5266 8.3399
219 N -3.1469 2.2473 4.5354
220 H -1.6002 4.2261 5.1628
221 H -0.6355 2.8375 4.5451
222 H -0.4680 3.5384 6.2041
223 H -1.7232 1.1491 5.5466
224 H -2.2479 2.2692 7.7976
225 H -3.4704 1.4351 7.2143
226 H -5.0876 2.6627 8.6983
227 H -5.2537 4.3350 8.2507
228 H -3.7701 3.7037 9.1031
229 H -4.1149 2.4566 4.7334
230 H -2.7688 2.9871 3.9610

Cartesian forces (eV/Å) of the 3 atoms listed first:
Mn 1.023 -0.279 -0.378
C 2.176 -0.775 0.719
F -1.991 -0.674 0.291